<one>
# C4H8N

An isolated ion of composition C4H8N and charge +1 (ωB97M-V/def2-TZVPD, the OMol25 dataset).

- Frontier orbital gap: 10.77 eV
- SMILES: C#C[C@H](C)[NH3+]

Geometry as ORCA input:
```
! RIJCOSX wB97M-V def2-TZVPD def2/J DEFGRID3
* xyz 1 1
C 1.478 -0.612 2.246
C 0.680 -0.462 1.351
C 0.441 -0.696 -1.096
C -0.303 -0.362 0.253
N -0.868 1.065 0.216
H 2.356 -0.524 2.881
H 1.236 -1.535 -0.910
H -0.267 -1.053 -1.875
H 0.921 0.267 -1.230
H -1.189 -0.964 0.301
H -1.594 1.060 -0.634
H -0.142 1.736 -0.035
H -1.330 1.092 1.124
*
```

How is the electron density shared among the atoms? According to Mulliken, the charges in e are: 0.15 -0.73 -1.04 0.05 -0.39 0.42 0.34 0.34 0.36 0.38 0.40 0.36 0.37

=====

<two>
# C4H8N

An isolated ion of composition C4H8N and charge +1 (ωB97M-V/def2-TZVPD, the OMol25 dataset).

- Frontier orbital gap: 11.73 eV
- SMILES: C[N@@H+]1C=CC1

Geometry as ORCA input:
```
! RIJCOSX wB97M-V def2-TZVPD def2/J DEFGRID3
* xyz 1 1
C -1.423 -0.168 -0.865
C -0.405 0.764 -0.991
C -0.501 -1.141 -0.172
C 0.899 0.658 1.085
N 0.567 -0.016 -0.229
H -2.479 -0.362 -0.983
H -0.093 1.759 -1.311
H -0.571 -1.391 0.812
H -0.321 -2.039 -0.751
H 0.009 0.712 1.813
H 1.709 0.072 1.512
H 1.299 1.585 0.806
H 1.310 -0.435 -0.726
*
```

How is the electron density shared among the atoms? According to Mulliken, the charges in e are: -0.04 -0.40 -0.65 -0.83 -0.03 0.41 0.43 0.35 0.34 0.32 0.35 0.41 0.35

=====

<two> (0.0078 hartree below the next structure)

=====

<one>
# C4H8N

An isolated ion of composition C4H8N and charge +1 (ωB97M-V/def2-TZVPD, the OMol25 dataset).

- Frontier orbital gap: 11.54 eV
- SMILES: C=C1C[N@@H+]1C

Geometry as ORCA input:
```
! RIJCOSX wB97M-V def2-TZVPD def2/J DEFGRID3
* xyz 1 1
C -0.772 -0.041 0.516
C -0.980 -0.096 1.845
C -1.154 -0.023 -0.911
C 1.502 -0.051 -0.606
N 0.222 0.527 -0.445
H -0.099 0.029 2.548
H -1.683 -0.756 2.239
H -1.078 -0.945 -1.607
H -1.849 0.828 -1.237
H 1.391 -1.143 -0.177
H 1.688 -0.133 -1.681
H 2.380 0.245 -0.005
H 0.430 1.559 -0.479
*
```

How is the electron density shared among the atoms? According to Mulliken, the charges in e are: 0.14 -0.62 -0.16 -0.87 0.01 0.27 0.32 0.28 0.26 0.32 0.37 0.34 0.35

=====

<two>
# C4H8N

An isolated ion of composition C4H8N and charge +1 (ωB97M-V/def2-TZVPD, the OMol25 dataset).

- Frontier orbital gap (spin up / spin down): 8.60 / 8.99 eV

Geometry as ORCA input:
```
! RIJCOSX wB97M-V def2-TZVPD def2/J DEFGRID3
* xyz 1 1
C -1.253 -0.695 -0.442
C -2.039 -0.208 0.520
C 0.095 -0.092 -0.338
C 0.367 1.362 -0.257
N 1.076 -0.970 0.251
H -1.631 -1.431 -1.204
H -1.944 0.476 1.282
H 1.364 1.570 -0.535
H 0.046 1.780 0.720
H -0.090 2.027 -0.999
H 2.007 -1.023 -0.246
H 0.655 -1.898 0.005
H 1.347 -0.900 1.244
*
```

How is the electron density shared among the atoms? According to Mulliken, the charges in e are: -0.29 -0.52 0.23 -1.10 -0.29 0.39 0.37 0.41 0.29 0.35 0.39 0.43 0.35

=====

<three>
# C4H8N

An isolated ion of composition C4H8N and charge +1 (ωB97M-V/def2-TZVPD, the OMol25 dataset).

- Frontier orbital gap: 9.61 eV
- SMILES: C=C/C=C/[NH3+]

Geometry as ORCA input:
```
! RIJCOSX wB97M-V def2-TZVPD def2/J DEFGRID3
* xyz 1 1
C -0.543 0.254 1.562
C -0.445 -0.266 0.194
C 0.411 0.919 2.218
C 0.534 -0.228 -0.693
N 0.083 -0.640 -2.126
H -1.426 -0.072 2.016
H -1.326 -0.654 -0.343
H 0.024 1.434 3.008
H 1.359 1.026 1.686
H 1.461 0.213 -0.689
H -0.758 -0.128 -2.102
H -0.110 -1.612 -1.984
H 0.736 -0.248 -2.747
*
```

How is the electron density shared among the atoms? According to Mulliken, the charges in e are: -0.39 -0.15 -0.70 -0.10 -0.31 0.38 0.28 0.34 0.21 0.39 0.35 0.38 0.32

=====

<three> (0.0241 hartree below the next structure)

=====

<one>
# C5H5NO2

The molecule C5H5NO2 (ωB97M-V/def2-TZVPD, the OMol25 dataset).

- Frontier orbital gap: 8.33 eV
- SMILES: O=COc1ccc[nH]1

Geometry as ORCA input:
```
! RIJCOSX wB97M-V def2-TZVPD def2/J DEFGRID3
* xyz 0 1
C -2.492 -0.211 -0.045
C -0.162 -0.393 0.060
C 0.973 -1.139 -0.253
C 1.952 -0.289 -0.094
C 1.601 1.029 0.055
H -3.487 -0.825 0.384
H 0.885 -2.157 -0.444
H 2.867 -0.568 -0.284
H 2.118 1.976 0.502
H -0.699 1.529 -0.351
N 0.165 1.001 0.420
O -2.267 1.048 -0.361
O -1.454 -1.003 0.410
*
```

How is the electron density shared among the atoms? According to Mulliken, the charges in e are: 0.32 0.53 -0.72 -0.46 -0.53 0.28 0.48 0.57 0.28 0.46 -0.36 -0.59 -0.26

=====

<two>
# C5H5NO2

The molecule C5H5NO2 (ωB97M-V/def2-TZVPD, the OMol25 dataset).

- Frontier orbital gap: 9.85 eV
- SMILES: CC(=O)O/C=C/C#N

Geometry as ORCA input:
```
! RIJCOSX wB97M-V def2-TZVPD def2/J DEFGRID3
* xyz 0 1
N -0.470 -2.299 -3.869
O -0.092 -1.047 1.764
C -0.154 -1.351 -3.229
O 0.213 0.416 0.031
C 0.011 0.075 1.353
C 0.002 -0.264 -2.350
C 0.105 -0.520 -0.970
C 0.079 1.251 2.437
H -0.037 0.794 -2.528
H 0.040 -1.621 -0.713
H 0.446 0.917 3.391
H -0.920 1.646 2.601
H 0.776 2.004 2.081
*
```

How is the electron density shared among the atoms? According to Mulliken, the charges in e are: -0.42 -0.48 0.22 -0.32 0.69 -0.38 0.06 -0.93 0.35 0.34 0.32 0.26 0.30

=====

<three>
# C5H5NO2

C5H5NO2 as an isolated structure (ωB97M-V/def2-TZVPD, the OMol25 dataset).

- Frontier orbital gap: 8.82 eV

Geometry as ORCA input:
```
! RIJCOSX wB97M-V def2-TZVPD def2/J DEFGRID3
* xyz 0 1
C 0.574 0.589 1.101
C 0.389 -0.839 0.793
C -0.208 -1.420 -0.257
C -0.376 -0.649 -1.265
C 0.217 1.320 -0.024
H 0.191 2.024 2.912
H 1.851 1.098 2.792
H 0.510 -1.461 1.612
H -0.619 -2.429 -0.187
H 0.162 2.299 -0.200
N 0.751 0.916 2.503
O -1.028 -0.982 -2.286
O -0.338 0.739 -1.032
*
```

How is the electron density shared among the atoms? According to Mulliken, the charges in e are: 0.15 -0.07 -0.39 0.39 -0.53 0.33 0.31 0.43 0.35 0.54 -0.60 -0.64 -0.25

=====

<two> (0.0897 hartree below the next structure)

=====

<one>
# H3N3O3

A 2-piece molecular cluster, H3N3O3 overall (ωB97M-V/def2-TZVPD, the OMol25 dataset).

- Frontier orbital gap (spin up / spin down): 9.48 / 9.17 eV

Geometry as ORCA input:
```
! RIJCOSX wB97M-V def2-TZVPD def2/J DEFGRID3
* xyz 0 1
N 1.140 0.986 0.670
N -0.847 -0.228 0.429
N -0.532 0.072 -0.913
O -0.740 1.185 -1.213
O -0.190 -0.921 -1.600
O -0.676 -1.494 0.651
H 0.604 1.800 0.914
H 1.509 0.393 1.423
H -0.268 -1.791 -0.361
*
```

How is the electron density shared among the atoms? According to Mulliken, the charges in e are: -0.45 -0.17 1.18 -0.54 -0.64 -0.30 0.26 0.25 0.42

=====

<two>
# H3N3O3

The molecule H3N3O3 (ωB97M-V/def2-TZVPD, the OMol25 dataset).

- Frontier orbital gap (spin up / spin down): 9.22 / 9.22 eV
- SMILES: N/N=[N+](/[O-])OO

Geometry as ORCA input:
```
! RIJCOSX wB97M-V def2-TZVPD def2/J DEFGRID3
* xyz 0 1
N -0.418 1.296 -0.166
N -1.231 0.290 0.069
N 0.858 0.849 -0.118
O 1.870 1.585 -0.174
O 2.427 -0.690 0.145
O 1.065 -0.539 0.078
H -0.892 -0.335 0.865
H -2.198 0.558 0.210
H 2.654 0.261 0.147
*
```

How is the electron density shared among the atoms? According to Mulliken, the charges in e are: -0.35 -0.33 1.00 -0.73 -0.37 -0.15 0.27 0.26 0.40

=====

<three>
# H3N3O3

A 2-piece molecular cluster, H3N3O3 overall (ωB97M-V/def2-TZVPD, the OMol25 dataset).

- Frontier orbital gap (spin up / spin down): 9.24 / 7.15 eV

Geometry as ORCA input:
```
! RIJCOSX wB97M-V def2-TZVPD def2/J DEFGRID3
* xyz 0 1
N 0.341 -1.310 0.039
N 0.209 -0.339 -0.817
N 0.241 1.221 0.826
O 0.779 0.637 1.758
O -0.026 2.369 0.697
O -1.083 -0.042 -1.321
H -0.369 -1.996 0.160
H 0.956 -1.042 0.836
H -1.048 0.502 -2.177
*
```

How is the electron density shared among the atoms? According to Mulliken, the charges in e are: -0.15 -0.15 0.71 -0.55 -0.47 -0.38 0.22 0.36 0.40

=====

<three> (0.0293 hartree below the next structure)

=====

<one>
# C4H6FNO2

A 2-piece molecular cluster, C4H6FNO2 overall (ωB97M-V/def2-TZVPD, the OMol25 dataset).

- Frontier orbital gap: 9.26 eV

Geometry as ORCA input:
```
! RIJCOSX wB97M-V def2-TZVPD def2/J DEFGRID3
* xyz 0 1
C 0.544 0.757 -1.422
C -0.382 1.176 -0.245
C -1.364 0.011 0.191
C 1.260 -1.813 1.604
H 1.371 0.412 -0.845
H 0.723 1.583 -2.025
H -1.653 0.216 1.275
H -2.335 -0.114 -0.469
H 1.661 -1.716 2.670
H 1.814 -2.715 0.474
N 0.193 -0.824 1.721
O -0.072 2.249 0.323
O -0.363 -1.046 0.260
F 0.023 -0.257 -2.062
*
```

How is the electron density shared among the atoms? According to Mulliken, the charges in e are: -0.18 0.53 -0.44 -0.32 0.18 0.40 0.34 0.27 0.32 0.30 -0.25 -0.58 -0.28 -0.28

=====

<two>
# C4H6FNO2

The molecule C4H6FNO2 (ωB97M-V/def2-TZVPD, the OMol25 dataset).

- Frontier orbital gap: 11.28 eV
- SMILES: O=[N+]([O-])[C@H]1CC[C@@H]1F

Geometry as ORCA input:
```
! RIJCOSX wB97M-V def2-TZVPD def2/J DEFGRID3
* xyz 0 1
C -1.229 -0.775 -0.782
C -0.934 -0.057 0.610
C -0.497 0.276 -1.559
C 0.209 0.762 -0.113
N 0.569 -0.205 -2.558
O 0.690 -1.398 -2.723
O 1.365 0.605 -2.988
F 0.039 2.104 0.046
H -0.721 -1.777 -0.789
H -2.362 -0.763 -0.866
H -1.706 0.546 0.932
H -0.585 -0.623 1.422
H -1.225 1.058 -1.844
H 1.230 0.466 0.079
*
```

How is the electron density shared among the atoms? According to Mulliken, the charges in e are: -0.52 -0.74 -0.12 0.05 0.87 -0.54 -0.54 -0.32 0.29 0.28 0.33 0.29 0.26 0.39

=====

<two> (0.1184 hartree below the next structure)

=====

<one>
# C14H14BF4N7O4S5Y

C14H14BF4N7O4S5Y as an isolated structure (ωB97M-V/def2-TZVPD, the OMol25 dataset).

- Frontier orbital gap: 6.49 eV

Geometry as ORCA input:
```
! RIJCOSX wB97M-V def2-TZVPD def2/J DEFGRID3
* xyz -1 1
Y -0.343 0.508 -1.708
O -2.243 1.829 1.823
C -1.504 1.564 0.893
O -1.772 0.859 -0.156
C -0.062 2.065 0.952
C 0.255 3.194 1.681
C 1.571 3.617 1.681
C 2.525 2.868 1.005
C 2.118 1.740 0.319
N 0.843 1.355 0.267
H -0.534 3.708 2.211
H 1.856 4.524 2.201
H 3.565 3.163 0.984
H 2.819 1.116 -0.222
S -0.565 3.196 -1.992
S -0.287 3.672 -3.949
S 1.765 3.176 -4.414
S 2.447 1.970 -3.036
N 1.401 -1.703 -0.009
N 1.946 -2.405 -1.086
C 1.980 -1.776 -2.306
N 2.413 -2.510 -3.351
N 1.687 -0.504 -2.339
N 1.588 0.188 -3.646
O 2.143 -0.306 -4.681
O 0.287 0.568 -3.759
H 1.991 -1.827 0.801
H 0.439 -1.964 0.209
H 1.796 -3.402 -1.122
H 2.213 -3.495 -3.336
H 2.339 -1.998 -4.234
S -3.896 -1.884 1.895
C -2.586 -2.152 0.795
N -1.419 -1.799 1.209
C -1.495 -1.274 2.494
C -0.411 -0.755 3.205
C -0.633 -0.228 4.458
C -1.923 -0.209 5.010
C -3.004 -0.707 4.312
C -2.776 -1.238 3.042
H -2.769 -2.558 -0.194
H 0.573 -0.739 2.751
H 0.192 0.196 5.015
H -2.075 0.217 5.993
H -4.001 -0.665 4.730
F -2.187 -0.518 -2.903
B -1.714 -1.870 -2.943
F -0.871 -1.905 -1.735
F -2.752 -2.770 -2.783
F -0.930 -2.134 -4.034
*
```

How is the electron density shared among the atoms? According to Mulliken, the charges in e are: 1.12 -0.71 0.82 -0.71 0.26 -0.82 -0.48 -0.97 -0.68 0.97 0.52 0.42 0.43 0.60 -0.27 -0.15 -0.07 0.04 -0.06 -0.32 -0.02 -0.45 -0.22 1.11 -0.94 -0.48 0.26 0.20 0.27 0.22 0.27 -0.31 -0.21 -0.20 -0.69 -0.05 -0.69 -0.47 -0.48 0.97 0.42 0.26 0.40 0.36 0.38 -0.40 0.37 -0.13 -0.34 -0.34

=====

<two>
# C14H14BF4N7O4S5Y

C14H14BF4N7O4S5Y as an isolated structure (ωB97M-V/def2-TZVPD, the OMol25 dataset).

- Frontier orbital gap: 6.56 eV

Geometry as ORCA input:
```
! RIJCOSX wB97M-V def2-TZVPD def2/J DEFGRID3
* xyz -1 1
Y 0.239 -0.265 -0.070
O 0.044 0.436 4.087
C -0.114 0.336 2.883
O 0.627 -0.277 2.029
C -1.369 0.986 2.287
C -2.272 1.621 3.121
C -3.420 2.158 2.571
C -3.635 2.033 1.204
C -2.685 1.387 0.442
N -1.565 0.880 0.967
H -2.041 1.659 4.176
H -4.147 2.663 3.197
H -4.527 2.426 0.731
H -2.818 1.259 -0.623
S -1.245 -2.410 0.673
S -1.114 -3.777 -0.811
S -2.216 -2.981 -2.507
S -2.418 -1.047 -2.258
N -0.709 3.344 -0.876
N -1.088 3.135 -2.197
C -0.915 1.900 -2.775
N -1.328 1.811 -4.055
N -0.461 0.887 -2.089
N -0.447 -0.406 -2.766
O -0.227 -0.470 -4.040
O 0.275 -1.229 -1.993
H -1.324 4.027 -0.464
H 0.253 3.649 -0.828
H -0.953 3.898 -2.836
H -1.517 2.651 -4.568
H -0.984 0.967 -4.519
S 3.790 -3.558 -0.262
C 2.625 -2.527 0.467
N 2.344 -1.447 -0.176
C 3.102 -1.355 -1.358
C 3.065 -0.318 -2.294
C 3.851 -0.412 -3.419
C 4.682 -1.520 -3.639
C 4.741 -2.547 -2.724
C 3.943 -2.445 -1.583
H 2.151 -2.788 1.409
H 2.442 0.549 -2.143
H 3.814 0.387 -4.150
H 5.289 -1.568 -4.537
H 5.385 -3.406 -2.882
F 1.661 1.550 0.053
B 2.743 2.509 -0.269
F 3.954 1.848 -0.180
F 2.465 2.953 -1.596
F 2.609 3.565 0.634
*
```

How is the electron density shared among the atoms? According to Mulliken, the charges in e are: 1.35 -0.74 0.32 -0.58 0.44 -0.73 -0.28 -1.09 -0.23 0.49 0.53 0.41 0.43 0.31 -0.30 -0.15 -0.08 -0.01 -0.38 -0.26 0.11 -0.39 0.04 0.72 -0.92 -0.33 0.27 0.18 0.23 0.18 0.26 -0.33 -0.26 0.31 -0.15 0.52 -1.27 -0.50 -0.49 0.73 0.44 0.07 0.42 0.37 0.37 -0.12 0.25 -0.37 -0.43 -0.37

=====

<two> (0.0127 hartree below the next structure)